This record from OMol25 describes the molecule C2H7N3OS in a non-equilibrium geometry. The level of theory is ωB97M-V/def2-TZVPD.

Cartesian coordinates (Å):
S -2.594 1.068 0.024
O 0.433 -1.688 -1.179
N 0.140 -0.303 -1.177
N 2.156 -0.064 0.084
N 1.145 0.107 0.882
C -1.364 0.067 1.026
C 0.019 -0.091 0.278
H 1.992 -0.081 -1.137
H -2.364 2.513 0.118
H -0.803 -0.096 -1.538
H 3.083 0.402 0.325
H -1.362 0.630 2.034
H -1.858 -0.845 0.958
H 1.376 -1.620 -0.698

Computed properties:
* SMILES string: N/N=C(/CS)NO
* electronic energy: -717.9183 a.u.
* strongest force on any atom: 0.1362 Eh/bohr
* ΔE to the lowest compared entry with this formula, charge and spin: 98.9 kcal/mol

Mulliken atomic charge list, values in e, 4 entries: -0.3065, -0.4314, -0.4726, -0.4209